No. 1
The following is a quantum chemistry calculation of a cluster of 3 separate species, C3H2O2 in total, from OMol25.

Computed properties:
- Molecular weight: 70.047 g mol⁻¹
- Gap between HOMO and LUMO (alpha / beta): 8.13 / 10.96 eV
- Charge: 0
- Energy above the lowest of the compared OMol25 structures with the same formula, charge and spin: 141.07 kcal per mole
- E_HOMO (alpha / beta): -10.78 / -11.25 eV
- LUMO (alpha / beta): -2.65 / -0.30 eV
- Spin multiplicity: 1

Each line ends with the Löwdin charge.
Element x y z (Å)
C 2.33599 -1.05064 0.10860  -0.120
C 1.83498 0.02626 0.21920  -0.035
C -2.91643 0.14406 -0.17677  -0.416
O -3.00385 -1.01953 -0.23337  0.194
O -2.73118 1.26462 -0.02333  0.213
H 2.96112 -1.91526 0.37366  0.026
H 1.51938 2.55049 -0.26798  0.138

No. 2
The following is a quantum chemistry calculation of a cluster of 8 separate species, C20H37Cl4FO18 in total, from OMol25.

Computed properties:
- Molecular weight: 726.308 g mol⁻¹
- SMILES string: O=C1OC[C@@H](F)O1.COC(=O)OC.COC(=O)OC.COC(=O)OC.COC(=O)OC.COC(=O)OC.ClCCl.ClCCl
- Gap between HOMO and LUMO: 10.84 eV
- Charge: 0
- Energy above the lowest of the compared OMol25 structures with the same formula, charge and spin: 16.13 kcal per mole
- E_HOMO: -10.52 eV
- LUMO: 0.32 eV
- Spin multiplicity: 1

Each line ends with the Löwdin charge.
Element x y z (Å)
O 16.35083 2.57823 -7.18956  0.208
C 17.29099 2.14943 -6.65624  -0.571
O 18.46731 2.02334 -7.31020  0.091
C 19.40840 1.39016 -6.46152  -0.056
C 18.76395 1.54712 -5.08809  -0.310
F 19.24262 2.59288 -4.35893  0.079
O 17.39477 1.68789 -5.38814  0.136
H 19.60562 0.32563 -6.58829  0.132
H 20.35686 1.92426 -6.45649  0.143
H 18.82049 0.61182 -4.52351  0.139
C 17.67763 -2.55835 -7.14979  -0.028
O 17.34306 -3.52215 -8.12902  0.027
C 16.06544 -3.74356 -8.37087  -0.632
O 15.12573 -3.14954 -7.92025  0.128
O 15.97511 -4.79561 -9.17070  0.003
C 14.70936 -5.35144 -9.45948  -0.042
H 17.30995 -2.89856 -6.17484  0.079
H 17.18608 -1.59888 -7.30304  0.083
H 18.75444 -2.48737 -7.06080  0.096
H 14.80861 -6.33342 -9.92490  0.097
H 14.05328 -4.73403 -10.06908  0.095
H 14.23403 -5.63344 -8.50952  0.095
C 16.18231 -3.02747 -12.06926  -0.041
O 16.14601 -2.05659 -11.03744  -0.004
C 14.93751 -1.53684 -10.76587  -0.627
O 13.90652 -1.90024 -11.24932  0.139
O 15.12798 -0.52692 -9.92436  0.000
C 13.96420 0.20462 -9.54076  -0.028
H 15.66098 -2.64903 -12.95208  0.099
H 15.67699 -3.93680 -11.75323  0.082
H 17.19547 -3.22211 -12.40439  0.097
H 13.24126 -0.46592 -9.08018  0.100
H 13.54765 0.75257 -10.37872  0.101
H 14.33374 0.87948 -8.77384  0.081
C 16.63231 -0.40006 -1.87476  -0.073
O 15.84693 0.15561 -2.89831  0.009
C 15.65969 -0.56950 -3.99233  -0.649
O 16.26658 -1.56991 -4.24238  0.131
O 14.84756 0.08604 -4.77375  0.029
C 14.62855 -0.50650 -6.05452  -0.008
H 16.15909 -1.26248 -1.40270  0.108
H 16.81516 0.37637 -1.14020  0.037
H 17.61180 -0.76213 -2.20813  0.032
H 15.51783 -0.40684 -6.67664  0.079
H 13.91040 0.15647 -6.52065  0.089
H 14.37855 -1.55519 -5.95953  0.079
C 12.66518 1.30789 -0.94747  -0.023
O 12.41463 2.00313 -2.18381  0.008
C 11.64591 1.38256 -3.06208  -0.635
O 11.04161 0.35821 -2.87585  0.120
O 11.62279 2.07034 -4.19766  0.000
C 10.79698 1.59275 -5.25012  -0.040
H 13.14639 2.00360 -0.26936  0.062
H 13.24574 0.41920 -1.18205  0.096
H 11.70753 1.06959 -0.47978  0.099
H 10.59834 2.46919 -5.87206  0.095
H 9.78828 1.41543 -4.86652  0.099
H 11.26005 0.77825 -5.79039  0.090
C 14.66818 -4.38547 -5.19081  -0.043
O 14.87896 -5.18769 -4.04336  0.028
C 15.68284 -6.24078 -4.07965  -0.611
O 16.05256 -6.80037 -3.08394  0.136
O 16.01987 -6.57487 -5.33497  -0.030
C 16.83823 -7.73832 -5.47775  -0.032
H 15.60610 -4.09670 -5.66552  0.068
H 14.14597 -3.48521 -4.89934  0.090
H 14.13591 -4.95268 -5.95597  0.095
H 16.95405 -7.85496 -6.55692  0.091
H 16.29915 -8.63371 -5.16915  0.100
H 17.80722 -7.61269 -5.00610  0.099
Cl 20.26843 -0.63243 -2.21161  0.541
C 20.86793 -1.67253 -0.91080  -1.001
Cl 19.81114 -1.71599 0.51860  0.509
H 20.95251 -2.64804 -1.37377  0.023
H 21.83374 -1.38895 -0.51233  0.024
Cl 15.86056 1.74504 0.93021  0.542
C 15.40734 3.07093 2.01492  -1.009
Cl 14.32720 2.47295 3.27751  0.503
H 16.30650 3.43184 2.49845  0.022
H 14.90526 3.86249 1.47341  0.028

No. 3
The following is a quantum chemistry calculation of a cluster of 3 separate species, CH3FS2 in total, from OMol25.

Computed properties:
- Molecular weight: 98.167 g mol⁻¹
- Gap between HOMO and LUMO: 8.68 eV
- Charge: 0
- Energy above the lowest of the compared OMol25 structures with the same formula, charge and spin: 57.82 kcal per mole
- E_HOMO: -9.30 eV
- LUMO: -0.62 eV
- Spin multiplicity: 1

Each line ends with the Löwdin charge.
Element x y z (Å)
C -1.83567 0.34446 0.11376  -0.708
F -2.25034 -0.85040 -0.17872  -0.008
S -0.46892 0.86048 -0.51136  0.728
S 2.85404 -0.21252 -0.33503  0.230
H -2.48549 0.80675 0.80932  0.056
H 1.16454 -0.78743 -0.89584  -0.016
H 3.02184 -0.16134 0.99786  -0.282

No. 4
The following is a quantum chemistry calculation of a structure of composition C34H28BiBrN3O4SSb, from OMol25.

Computed properties:
- Molecular weight: 985.326 g mol⁻¹
- Gap between HOMO and LUMO: 8.04 eV
- Charge: 0
- Energy above the lowest of the compared OMol25 structures with the same formula, charge and spin: 14.01 kcal per mole
- E_HOMO: -8.61 eV
- LUMO: -0.57 eV
- Spin multiplicity: 1

Each line ends with the Löwdin charge.
Element x y z (Å)
Bi -0.17200 0.25540 -0.67490  1.845
O 3.73790 -0.90930 0.61940  0.092
C 2.54540 -0.84650 0.42970  -0.605
O 1.80210 0.19130 0.51450  -0.289
C 1.77210 -2.10650 0.05770  -0.170
C 2.21350 -3.35690 0.46600  0.027
C 1.41500 -4.45560 0.19830  -0.026
C 0.21750 -4.26530 -0.47800  -0.025
C -0.12820 -2.98890 -0.87930  -0.108
N 0.63700 -1.94120 -0.61190  -0.038
H 3.14680 -3.42340 1.00590  0.127
H 1.70710 -5.44120 0.52520  0.114
H -0.44880 -5.08860 -0.67870  0.112
H -1.04840 -2.78110 -1.40420  0.097
Br -2.96500 -3.25410 5.51550  0.739
C -3.34330 -1.82850 4.32710  -0.654
C -4.60350 -1.23780 4.33530  -0.178
N -4.91740 -0.23910 3.53480  0.084
C -4.01340 0.21800 2.69030  -0.090
C -2.73080 -0.32170 2.59220  -0.115
C -2.38870 -1.37860 3.43280  -0.037
C -1.78000 0.10700 1.54380  -0.632
O -1.85320 1.19160 0.94330  -0.083
O -0.88160 -0.73270 1.21330  -0.128
H -5.38180 -1.59080 4.99920  0.105
H -4.32400 1.02830 2.04800  0.124
H -1.40640 -1.81970 3.36230  0.119
C 1.46060 5.40420 -2.24310  -0.043
C 1.80500 5.82580 -0.85080  -0.291
C 2.31850 7.09850 -0.62290  -0.047
C 2.64080 7.52810 0.65080  -0.082
C 2.45620 6.67380 1.72210  -0.091
C 1.94710 5.40630 1.49910  -0.163
C 1.61530 4.96840 0.22660  -0.321
Sb 0.83190 2.90570 0.09120  1.514
C -1.02810 3.48570 -0.94890  -0.350
C -1.36120 3.10030 -2.23910  -0.170
C -2.58500 3.42430 -2.80200  -0.083
C -3.50650 4.14350 -2.06760  -0.074
C -3.19490 4.51680 -0.77340  -0.040
C -1.97240 4.19330 -0.19770  -0.313
C -1.68240 4.61000 1.21010  -0.070
C 2.30230 2.23090 -1.41370  -0.353
C 1.95350 1.73690 -2.66380  -0.202
C 2.89370 1.18690 -3.52260  -0.088
C 4.21410 1.10550 -3.12520  -0.075
C 4.57490 1.57620 -1.87590  -0.034
C 3.63960 2.13270 -1.01110  -0.307
C 4.07640 2.59430 0.34100  -0.061
H 1.75430 6.16320 -2.96380  0.080
H 0.38690 5.24180 -2.32610  0.072
H 1.96850 4.47300 -2.48810  0.062
H 2.47390 7.76520 -1.46010  0.109
H 3.03390 8.52260 0.80530  0.102
H 2.71130 6.99340 2.72210  0.102
H 1.80590 4.73630 2.33680  0.094
H -0.66840 2.54710 -2.85580  0.060
H -2.80920 3.11980 -3.81390  0.104
H -4.46370 4.40460 -2.49540  0.105
H -3.91780 5.07730 -0.19770  0.111
H -2.56340 5.04540 1.67360  0.082
H -0.87830 5.34690 1.22500  0.070
H -1.37280 3.74670 1.80380  0.058
H 0.93540 1.78990 -3.02250  0.048
H 2.58810 0.83060 -4.49710  0.103
H 4.95780 0.67650 -3.78040  0.104
H 5.60710 1.50690 -1.56090  0.115
H 5.11310 2.32390 0.52070  0.085
H 3.46350 2.11710 1.10820  0.064
H 3.96870 3.67510 0.43370  0.071
S -4.52270 -1.51510 -0.47280  0.675
C -3.11090 -1.03060 -0.94230  -0.981
N -2.03510 -0.71430 -1.33260  -0.158